No. 1
A molecular structure, C2H5NOS. Source: the Open Molecules 2025 dataset; level of theory: ωB97M-V/def2-TZVPD.

ΔE to the lowest compared entry with this formula, charge and spin = 104.1 kcal/mol
Kohn-Sham gap (spin up / spin down) = 8.984 / 8.983 eV
LUMO (spin up / spin down) = 0.4 / 0.4 eV
E_HOMO (spin up / spin down) = -8.63 / -8.63 eV
net charge = 0

Last column: natural (NBO) charge in e.
Cartesian coordinates (Å):
1 C -0.120 1.177 -0.073  -0.77
2 C 0.204 -1.635 -0.369  -0.44
3 N -1.477 -1.429 -0.442  0.11
4 O -2.027 -0.923 0.537  -0.35
5 S 0.199 -0.074 -1.365  0.29
6 H -0.613 2.022 -0.394  0.24
7 H 0.758 1.113 0.540  0.23
8 H -0.887 0.799 0.674  0.25
9 H 0.440 -2.336 -1.087  0.21
10 H 0.564 -1.811 0.638  0.22

---

No. 2
C5H6S in the gas phase. Source: the Open Molecules 2025 dataset; level of theory: ωB97M-V/def2-TZVPD.

SMILES = C=C1C=CSC1
ΔE to the lowest compared entry with this formula, charge and spin = 15.8 kcal/mol
Kohn-Sham gap = 8.701 eV
LUMO = 1.0 eV
E_HOMO = -7.74 eV
net charge = 0

Last column: natural (NBO) charge in e.
Cartesian coordinates (Å):
1 C -1.655 -0.592 -0.046  -0.38
2 C -0.452 -0.029 -0.002  -0.06
3 C 0.497 -0.503 0.995  -0.25
4 C 1.771 -0.175 0.707  -0.33
5 S 1.908 0.949 -0.661  0.25
6 C 0.091 0.920 -0.971  -0.56
7 H -2.045 -1.261 0.619  0.20
8 H -2.240 -0.409 -1.000  0.18
9 H 0.159 -1.099 1.866  0.23
10 H 2.600 -0.592 1.265  0.24
11 H -0.296 1.979 -0.721  0.24
12 H -0.336 0.812 -2.051  0.25